C23H35N3O6S in the gas phase, computed with wB97M-V/def2-TZVPD.

The value obtained for the maximum force is 0.917 eV/Å. The calculation puts the total energy at -52011.04034 eV. The calculation puts the LUMO energy at 0.421 eV. The charge is 0. The value obtained for the orbital gap is 9.3 eV. The relative energy (zero: lowest compared OMol25 entry of this formula, charge and spin) comes out at 0.0000 eV.

Each line ends with the Löwdin charge.
Cartesian coordinates (Å):
1 C 0.926 1.285 3.717  -0.0577
2 C 1.038 2.795 3.551  -0.2187
3 H 2.070 3.114 3.731  0.1216
4 H 0.363 3.318 4.232  0.1218
5 O 0.643 3.210 2.250  -0.0130
6 C 1.589 3.076 1.281  -0.5324
7 O 2.703 2.657 1.496  0.0912
8 N 1.159 3.534 0.085  -0.0362
9 C -0.213 3.889 -0.195  -0.1304
10 H -0.723 4.110 0.741  0.1223
11 C -0.912 2.752 -0.940  -0.1046
12 H -1.933 3.045 -1.188  0.1233
13 H -0.950 1.868 -0.301  0.1012
14 C -0.146 2.398 -2.217  -0.2930
15 N -0.760 1.240 -2.831  0.1273
16 C -0.960 1.132 -4.155  -0.4567
17 O -0.696 2.034 -4.931  0.0563
18 C -1.541 -0.183 -4.680  -0.2257
19 C -2.828 -0.671 -4.004  -0.1377
20 C -2.630 -1.399 -2.675  -0.1688
21 H -2.375 -0.701 -1.880  0.0834
22 C -1.559 -2.492 -2.755  -0.2882
23 C -0.256 -1.938 -3.337  -0.1632
24 C -0.491 -1.301 -4.703  -0.1325
25 H 0.450 -0.904 -5.089  0.1242
26 H -0.834 -2.076 -5.395  0.1205
27 H 0.187 -1.210 -2.657  0.0845
28 H 0.463 -2.755 -3.458  0.1226
29 C -1.345 -3.147 -1.363  -0.1829
30 N -0.097 -2.852 -0.694  -0.1261
31 S 0.191 -1.347 -0.022  0.6676
32 O 1.482 -0.915 -0.474  -0.2812
33 O -0.933 -0.479 -0.261  -0.2959
34 C 0.262 -1.736 1.707  -0.2957
35 C 1.479 -2.051 2.286  -0.0524
36 C 1.529 -2.368 3.625  0.0159
37 C 0.359 -2.373 4.395  -0.2708
38 C -0.860 -2.054 3.796  -0.0067
39 C -0.899 -1.735 2.449  -0.0577
40 H -1.828 -1.468 1.970  0.1169
41 H -1.774 -2.045 4.367  0.1075
42 O 0.517 -2.692 5.699  -0.0723
43 C -0.610 -2.697 6.545  -0.0777
44 H -1.077 -1.708 6.595  0.0973
45 H -1.350 -3.436 6.223  0.0973
46 H -0.235 -2.968 7.530  0.0954
47 H 2.460 -2.612 4.110  0.1251
48 H 2.369 -2.022 1.678  0.1195
49 H 0.720 -3.156 -1.198  0.1045
50 H -1.402 -4.236 -1.445  0.1236
51 H -2.132 -2.818 -0.682  0.1154
52 H -1.923 -3.268 -3.439  0.1429
53 H -3.581 -1.862 -2.396  0.1209
54 H -3.503 0.174 -3.856  0.1209
55 H -3.315 -1.362 -4.700  0.1180
56 H -1.788 0.051 -5.722  0.1431
57 H -0.930 0.472 -2.201  0.0840
58 C 1.326 2.111 -1.892  -0.0939
59 H 1.881 1.963 -2.820  0.1266
60 C 1.943 3.264 -1.102  -0.1237
61 H 2.956 3.014 -0.785  0.1242
62 H 1.965 4.174 -1.711  0.1302
63 H 1.395 1.195 -1.301  0.0917
64 H -0.211 3.215 -2.945  0.1510
65 H -0.204 4.791 -0.818  0.1305
66 H 1.179 1.005 4.736  0.0805
67 H -0.086 0.954 3.494  0.0744
68 H 1.612 0.791 3.035  0.0702

C4H7NO3 as an isolated structure at a distorted geometry, computed with wB97M-V/def2-TZVPD.

The value obtained for the maximum force is 6.446 eV/Å. The calculation puts the total energy at -11888.71055 eV. The calculation puts the LUMO energy at 0.183 eV. The charge is 0. The value obtained for the orbital gap is 10.2 eV. The relative energy (zero: lowest compared OMol25 entry of this formula, charge and spin) comes out at 6.5669 eV.

Each line ends with the Löwdin charge.
Cartesian coordinates (Å):
1 C -0.428 1.077 1.781  -0.2173
2 C -0.239 -0.474 0.090  -0.3239
3 C 0.904 0.045 -0.357  -0.0030
4 C 1.528 -0.099 -1.619  -0.5440
5 H -1.368 1.858 2.546  0.1999
6 H 0.350 0.444 2.328  0.1074
7 H 0.168 1.986 1.089  0.1441
8 H -2.133 -0.844 -0.258  0.1872
9 H -0.928 -2.452 -0.269  0.2024
10 H 1.156 0.923 0.451  0.1322
11 H 0.050 -1.171 -1.829  0.1178
12 N -1.172 -1.350 -0.670  0.0271
13 O -1.063 0.086 1.141  -0.1692
14 O 0.707 -0.664 -2.568  0.0422
15 O 2.468 0.636 -1.856  0.0972

C2H5N3O in the gas phase at a distorted geometry, computed with wB97M-V/def2-TZVPD.

The value obtained for the maximum force is 2.303 eV/Å. The calculation puts the total energy at -8671.40335 eV. The calculation puts the LUMO energy at 0.757 eV. The charge is 0. The value obtained for the orbital gap is 10.2 eV. The relative energy (zero: lowest compared OMol25 entry of this formula, charge and spin) comes out at 2.2391 eV.

Each line ends with the Löwdin charge.
Cartesian coordinates (Å):
1 C 0.595 1.050 -0.108  -0.1993
2 C -1.593 -0.296 -0.177  -0.3467
3 H 2.127 -1.626 -0.008  0.0665
4 H 1.052 -1.104 0.989  0.0804
5 H 0.875 2.036 -0.415  0.1028
6 H -1.235 1.631 0.556  0.1357
7 H -0.994 -1.144 -0.590  0.1198
8 N 1.232 -1.161 -0.008  -0.0148
9 N 1.558 0.219 -0.247  -0.0379
10 N -0.816 0.813 0.116  0.0714
11 O -2.802 -0.419 -0.107  0.0223

A 2-piece molecular cluster, C7H11N5 overall at a distorted geometry, computed with wB97M-V/def2-TZVPD.

The value obtained for the maximum force is 4.030 eV/Å. The calculation puts the total energy at -14868.91436 eV. The calculation puts the LUMO energy at -7.617 eV. The charge is +2. The value obtained for the orbital gap is 8.7 eV. The relative energy (zero: lowest compared OMol25 entry of this formula, charge and spin) comes out at 1.8968 eV.

Each line ends with the Löwdin charge.
Cartesian coordinates (Å):
1 C 3.693 -0.018 2.590  0.0090
2 C 3.781 0.460 1.287  -0.0080
3 C 2.437 -0.379 3.139  0.0062
4 C 1.464 0.130 0.963  -0.0065
5 C -0.875 -0.812 -1.051  -0.2144
6 C -2.851 0.507 -1.677  -0.3102
7 C -3.503 -0.472 -2.515  0.0263
8 N 2.683 0.492 0.544  0.0640
9 N 1.393 -0.297 2.313  0.0550
10 N -3.361 1.693 -1.442  0.2903
11 N 0.043 -1.595 -1.036  0.2423
12 N -1.695 0.096 -1.107  0.2013
13 H 4.662 0.033 3.154  0.1502
14 H 4.798 0.910 0.796  0.2180
15 H 2.189 -0.656 4.218  0.1810
16 H -2.868 -1.380 -2.676  0.1214
17 H -4.602 -0.663 -2.204  0.1627
18 H -3.649 -0.070 -3.464  0.0857
19 H -4.148 1.865 -1.929  0.1021
20 H -2.813 2.455 -1.149  0.1442
21 H 2.659 0.825 -0.373  0.1356
22 H 0.143 -2.578 -1.190  0.1135
23 H 0.420 -0.545 2.808  0.2303

A 2-piece molecular cluster, C3H10N2O overall at a distorted geometry, computed with wB97M-V/def2-TZVPD.

The value obtained for the maximum force is 3.218 eV/Å. The calculation puts the total energy at -8298.31291 eV. The calculation puts the LUMO energy at 0.460 eV. The charge is 0. The value obtained for the orbital gap is 9.2 eV. The relative energy (zero: lowest compared OMol25 entry of this formula, charge and spin) comes out at 3.1911 eV.

Each line ends with the Löwdin charge.
Cartesian coordinates (Å):
1 C 0.194 0.664 1.770  -0.1463
2 N -0.864 -0.096 1.177  -0.2141
3 N -1.975 0.719 0.944  -0.0344
4 H -0.433 -0.422 0.161  0.0907
5 H -1.778 1.503 0.319  0.0769
6 H -2.741 0.164 0.581  0.0741
7 H 0.738 1.192 0.913  0.0715
8 H 0.900 -0.017 2.239  0.0751
9 H -0.193 1.367 2.505  0.0809
10 C 1.180 -1.297 -1.555  -0.0502
11 C 0.419 -0.018 -1.321  -0.3707
12 O 0.972 1.030 -0.958  -0.0320
13 H -0.533 0.045 -1.889  0.1281
14 H 2.074 -1.328 -0.936  0.0857
15 H 1.481 -1.340 -2.603  0.0864
16 H 0.557 -2.166 -1.346  0.0783

C4H7NO2S in the gas phase at a distorted geometry, computed with wB97M-V/def2-TZVPD.

The value obtained for the maximum force is 3.415 eV/Å. The calculation puts the total energy at -20679.00525 eV. The calculation puts the LUMO energy at 0.596 eV. The charge is 0. The value obtained for the orbital gap is 9.4 eV. The relative energy (zero: lowest compared OMol25 entry of this formula, charge and spin) comes out at 3.7311 eV.

Each line ends with the Löwdin charge.
Cartesian coordinates (Å):
1 C -0.362 1.677 1.849  -0.0459
2 C -0.029 1.593 0.365  -0.3972
3 C 0.065 0.224 -0.155  -0.5490
4 C -0.322 -2.181 -0.866  -0.4215
5 H -1.463 1.355 1.947  0.1022
6 H 0.245 1.163 2.624  0.1012
7 H -0.357 2.654 2.196  0.0461
8 H -0.797 2.058 -0.246  0.1412
9 H 1.817 1.680 -0.339  0.0619
10 H -0.237 -3.102 -0.208  0.0879
11 H -0.696 -2.510 -1.981  0.1367
12 N 1.118 -0.315 -0.639  0.0002
13 O 1.194 2.336 -0.007  -0.0394
14 O 1.020 -1.581 -0.932  -0.1795
15 S -1.259 -0.938 0.052  0.9551

C4H10NO3PS in the gas phase at a distorted geometry, computed with wB97M-V/def2-TZVPD.

The value obtained for the maximum force is 5.192 eV/Å. The calculation puts the total energy at -32066.13286 eV. The calculation puts the LUMO energy at 0.442 eV. The charge is 0. The value obtained for the orbital gap is 9.9 eV. The relative energy (zero: lowest compared OMol25 entry of this formula, charge and spin) comes out at 1.5262 eV.

Each line ends with the Löwdin charge.
Cartesian coordinates (Å):
1 C 0.960 -2.110 -0.925  -0.2574
2 C 2.166 -1.154 -0.713  -0.3857
3 C -1.229 1.875 1.840  -0.0443
4 C -2.061 1.172 0.735  -0.2639
5 N -0.017 -1.301 -1.755  -0.1033
6 O -0.692 1.368 -1.778  -0.3108
7 O 1.442 -0.090 1.714  -0.5647
8 O -1.329 0.047 0.254  -0.2830
9 P -0.194 0.334 -0.867  0.5599
10 S 1.758 0.309 0.324  0.8201
11 H 1.238 -2.981 -1.414  0.0742
12 H 0.610 -2.565 0.047  0.1371
13 H 3.074 -1.494 -0.269  0.0633
14 H 2.516 -0.571 -1.616  0.0971
15 H -0.680 1.049 2.238  0.0478
16 H -0.628 2.541 1.288  0.0624
17 H -1.923 2.169 2.629  0.0837
18 H -2.248 1.693 -0.193  0.0923
19 H -2.945 0.667 1.130  0.1209
20 H 0.182 -0.958 -2.670  0.0540

C14H21N6O5RuS as an isolated structure, computed with wB97M-V/def2-TZVPD.

The value obtained for the maximum force is 0.311 eV/Å. As for the spin multiplicity: 6. The calculation puts the total energy at -47435.49997 eV. The calculation puts the LUMO energy (spin up / spin down) at -6.340 / -8.417 eV. The charge is +2. The value obtained for the orbital gap (spin up / spin down) is 8.8 / 7.4 eV. The relative energy (zero: lowest compared OMol25 entry of this formula, charge and spin) comes out at 0.0000 eV.

Each line ends with the Löwdin charge.
Cartesian coordinates (Å):
1 Ru 0.318 0.445 -0.406  1.5902
2 C -2.520 -1.281 -0.102  -0.1459
3 C -2.876 0.128 -0.495  -0.1489
4 O -1.873 0.677 -1.373  -0.2431
5 C -2.009 0.238 -2.748  -0.1171
6 C -0.642 -0.095 -3.288  -0.1516
7 O -0.047 -0.959 -2.304  -0.2481
8 C 1.247 -1.480 -2.648  -0.1493
9 C 1.625 -2.386 -1.504  -0.1144
10 O 1.431 -1.668 -0.259  -0.2586
11 C 0.831 -2.470 0.780  -0.1433
12 C -0.655 -2.588 0.567  -0.1443
13 O -1.195 -1.263 0.448  -0.2212
14 H -2.530 -1.952 -0.965  0.1338
15 H -3.230 -1.656 0.639  0.1547
16 H -2.902 0.768 0.383  0.1126
17 H -3.854 0.162 -0.975  0.1520
18 H -2.477 1.032 -3.331  0.1506
19 H -2.647 -0.645 -2.776  0.1369
20 H -0.017 0.792 -3.416  0.1157
21 H -0.728 -0.608 -4.247  0.1523
22 H 1.950 -0.653 -2.772  0.1180
23 H 1.195 -2.050 -3.577  0.1523
24 H 2.667 -2.697 -1.578  0.1514
25 H 0.991 -3.272 -1.503  0.1366
26 H 1.044 -1.968 1.720  0.1180
27 H 1.297 -3.456 0.808  0.1535
28 H -1.114 -3.106 1.413  0.1548
29 H -0.889 -3.142 -0.346  0.1333
30 N -1.722 3.524 2.070  0.0819
31 C -1.621 2.971 0.867  -0.1053
32 N -0.654 2.065 0.900  0.0317
33 C -0.187 2.142 2.180  -0.3012
34 N -0.814 3.013 2.923  0.1772
35 C 0.994 1.375 2.577  -0.1764
36 C 1.589 1.476 3.828  -0.0194
37 N 2.726 0.852 4.104  0.1396
38 C 3.284 0.146 3.127  -0.0588
39 C 2.693 0.018 1.878  -0.0906
40 N 1.530 0.619 1.612  0.0308
41 H -2.341 4.263 2.375  0.1859
42 H -2.217 3.249 0.013  0.1544
43 H 1.136 2.078 4.606  0.1370
44 H 4.230 -0.336 3.339  0.1301
45 H 3.142 -0.569 1.090  0.1197
46 O 1.958 3.916 -0.699  -0.4590
47 S 2.411 2.765 -1.438  0.8412
48 N 1.476 1.585 -1.496  -0.5494